(1)
The following is a DFT calculation (ωB97M-V/def2-TZVPD) of 10 unconnected molecules or ions with the total composition C16H52O10.

Last column: Mulliken spin population.
Cartesian coordinates (Å):
C 0.274267 -4.686221 2.962948  0.000
C 0.624637 -4.681501 4.448908  0.000
C 0.909437 -3.279991 5.099258  0.001
O -0.458413 -5.259601 5.026728  0.003
H 1.034907 -4.093561 2.454728  0.000
H -0.655833 -4.144511 2.790998  0.000
H 0.263027 -5.663071 2.479478  0.001
H 1.458117 -5.340641 4.691698  0.000
H 0.927767 -3.453121 6.175258  0.000
H 0.194657 -2.530271 4.759958  0.000
H 1.908137 -2.918931 4.853608  0.000
H -0.177643 -5.764721 5.793298  0.000
C 1.014637 -1.468451 0.527528  0.006
C 0.806227 -0.251481 -0.349972  -0.001
C 2.080357 0.132799 -1.064312  0.000
O -0.104103 -0.717281 -1.346122  0.000
H 0.054347 -1.824561 0.900518  -0.001
H 1.684847 -1.325751 1.375208  0.000
H 1.425387 -2.322521 -0.010952  0.002
H 0.384537 0.579629 0.215298  0.000
H 2.503847 -0.697221 -1.629832  0.000
H 2.787877 0.495769 -0.318812  0.000
H 1.984897 0.853039 -1.876872  0.000
H -0.357663 -0.013881 -1.948232  0.000
C 1.219357 4.482969 -2.264182  0.000
C 0.263797 4.942189 -3.329562  0.000
C -0.166723 6.400639 -3.145762  0.000
O 0.816247 4.701569 -4.593142  0.000
H 1.449187 3.438039 -2.472522  0.000
H 0.753577 4.513749 -1.279192  0.000
H 2.175597 5.002089 -2.329202  0.000
H -0.594853 4.273919 -3.264502  0.000
H -1.229933 6.406799 -2.905692  0.000
H -0.082223 6.971959 -4.070182  0.000
H 0.335467 6.875349 -2.302822  0.000
H 1.712177 4.404479 -4.418042  0.000
C 2.559687 3.752279 1.780758  0.000
O 3.207537 2.664659 1.077078  0.000
H 3.035317 4.730059 1.704498  0.000
H 1.531337 3.860799 1.436048  0.000
H 2.545477 3.384199 2.806628  0.000
H 4.116857 2.683729 1.384288  0.000
C -3.293443 0.799279 -0.109092  0.000
O -4.455043 1.559929 0.191948  0.000
H -2.644023 1.329219 -0.805892  0.000
H -2.776273 0.704839 0.845748  0.000
H -3.551013 -0.166271 -0.544372  0.000
H -4.665613 2.019309 -0.624272  0.000
C -2.422383 -1.119871 3.386408  0.000
O -2.101003 0.256509 3.460998  0.000
H -2.386033 -1.564551 2.391908  0.000
H -1.923243 -1.791161 4.085218  0.000
H -3.471923 -1.221511 3.662518  0.000
H -2.843813 0.862899 3.414868  0.000
C 1.610587 1.010449 3.450588  0.000
O 0.467237 1.314099 4.200168  0.000
H 2.449917 1.588779 3.836788  0.000
H 1.993357 -0.009541 3.415798  0.000
H 1.459997 1.403789 2.445248  0.000
H -0.303913 0.813109 3.924618  0.000
C -2.032013 -2.063191 -4.162572  -0.001
O -1.399433 -2.580951 -3.041732  0.003
H -2.306603 -3.028251 -4.588452  0.001
H -2.925533 -1.493981 -3.906212  0.000
H -1.333353 -1.457681 -4.739922  0.000
H -0.736493 -1.956871 -2.737372  -0.001
C -1.523123 1.585979 -4.544552  0.000
O -0.506133 0.939719 -3.706112  0.000
H -0.997393 2.389269 -5.060712  0.000
H -2.014853 0.945639 -5.276852  0.000
H -2.253633 1.984689 -3.840642  0.000
H 0.261867 0.833669 -4.272252  0.000
C 0.656817 -4.922871 -1.529942  0.067
O -0.409553 -5.293681 -2.433022  0.795
H 1.090057 -5.752291 -0.970952  0.002
H 1.454857 -4.356031 -2.009472  0.050
H 0.230427 -4.231591 -0.803012  0.083
H -0.615463 -4.444291 -2.830182  -0.012

Forces on atoms 1 to 6 (eV/Å):
C 1.2144 1.1817 -0.3265
C 1.1223 0.9371 -0.5073
C 0.4114 -1.0989 -0.8833
O -2.4244 -1.2182 1.5926
H 0.2161 0.0894 -0.2957
H -0.2263 -0.2326 0.1796

relative energy (zero: lowest compared OMol25 entry of this formula, charge and spin) = 25.66 kcal per mole
calculated total energy = -37896.1219 eV
spin multiplicity = 2
lowest unoccupied orbital energy (alpha / beta) = -0.10756 / -0.36034 Ha
highest occupied orbital energy (alpha / beta) = -11.62 / -11.61 eV
⟨S²⟩ = 0.7541
orbital gap (alpha / beta) = 8.69 / 1.81 eV
total charge = +1

(2)
The following is a DFT calculation (ωB97M-V/def2-TZVPD) of 11 unconnected molecules or ions with the total composition C16H54N12O11.

Last column: Löwdin charge in e.
Cartesian coordinates (Å):
N 2.746266 -0.232659 4.779790  0.162
C 1.653366 0.337961 5.069720  -0.803
N 1.221666 -0.172619 6.177870  0.162
O 1.132136 1.287581 4.459610  -0.003
H 2.979276 0.062821 3.842510  0.126
H 3.143706 -1.046259 5.227240  0.123
H 1.827796 -0.843779 6.627580  0.110
H 0.280266 -0.024189 6.512270  0.126
N -0.381404 -4.200299 2.372250  0.188
C -1.370334 -4.963729 2.616410  -0.872
N -1.104444 -6.133739 3.060130  0.175
O -2.500054 -4.605089 2.431080  0.034
H -0.734894 -3.367799 1.922680  0.125
H 0.558796 -4.464079 2.630190  0.119
H -0.134414 -6.414889 3.050430  0.115
H -1.909654 -6.743259 3.075310  0.128
N 6.046616 -4.988349 2.313490  0.149
C 5.063306 -4.198819 1.855000  -0.779
N 5.512846 -2.963669 1.911270  0.139
O 3.932696 -4.534239 1.623640  0.045
H 5.757346 -5.955279 2.351740  0.118
H 6.884706 -4.434749 2.419510  0.106
H 6.126576 -2.549599 2.598280  0.114
H 4.708576 -2.424099 1.624720  0.109
N 0.595466 4.852791 1.130350  0.165
C -0.676844 4.954271 1.181560  -0.797
N -1.201904 4.144161 2.069490  0.174
O -1.286644 5.744961 0.463440  0.002
H 1.182586 5.283771 0.430600  0.127
H 0.980536 4.289421 1.874950  0.110
H -2.190434 4.257841 2.242630  0.122
H -0.646674 3.596431 2.711230  0.109
N 6.801856 3.192851 0.535000  0.159
C 6.622726 2.291551 -0.344320  -0.852
N 5.563026 2.504411 -1.038150  0.172
O 7.276996 1.281301 -0.394390  0.040
H 6.118566 3.882401 0.813800  0.113
H 7.620086 3.194611 1.127110  0.125
H 5.246406 1.760211 -1.643140  0.131
H 5.144826 3.405991 -0.858270  0.112
N -1.673774 4.677591 -3.374470  0.151
C -2.526514 5.382081 -4.130240  -0.742
N -3.261384 6.169121 -3.421130  0.162
O -2.639524 5.302381 -5.368780  -0.009
H -1.297834 3.810641 -3.731080  0.106
H -1.621184 4.678401 -2.365840  0.091
H -2.841244 6.209081 -2.503540  0.102
H -4.116404 6.679321 -3.590700  0.127
C -4.807734 -3.496599 -1.115260  -0.079
C -5.433794 -2.243079 -0.430370  -0.342
O -4.867574 -2.002329 0.799480  -0.066
H -5.257904 -3.702429 -2.086380  0.066
H -5.113944 -4.426699 -0.636470  0.071
H -3.732464 -3.508909 -1.293430  0.067
H -6.497814 -2.436859 -0.294660  0.101
H -5.480604 -1.388739 -1.105660  0.106
H -4.430444 -2.826389 1.026260  0.068
C -5.408154 2.699901 5.573240  -0.081
C -5.073794 1.415601 4.851450  -0.363
O -4.681704 1.529951 3.517970  -0.076
H -5.767074 2.482351 6.579200  0.076
H -6.154864 3.193131 4.950940  0.076
H -4.565154 3.386921 5.647020  0.070
H -5.921514 0.733091 4.912000  0.108
H -4.239014 0.889541 5.314610  0.104
H -4.532134 0.666881 3.125110  0.083
C -0.446824 0.690811 -7.921880  -0.086
C 0.271096 1.821811 -7.219510  -0.352
O 0.302266 1.589301 -5.856020  -0.083
H -1.511984 0.767741 -7.703680  0.078
H -0.029014 -0.285329 -7.675540  0.075
H -0.428994 0.878191 -8.995500  0.071
H -0.069744 2.811151 -7.524680  0.118
H 1.336936 1.868481 -7.442950  0.101
H 0.395386 0.650031 -5.680790  0.072
C 2.156496 -3.689439 -2.975950  -0.093
C 1.284106 -3.297209 -4.162580  -0.341
O 0.499076 -2.167459 -3.938180  -0.079
H 1.589806 -3.986379 -2.093460  0.074
H 2.876996 -2.917769 -2.704810  0.073
H 2.747946 -4.528129 -3.343240  0.072
H 0.678476 -4.172089 -4.399050  0.108
H 1.978376 -2.981869 -4.941460  0.112
H 0.232206 -2.141199 -3.016400  0.061
C 0.941646 0.347331 -0.551120  -0.067
C -0.574794 0.085541 -0.242500  -0.294
O -0.891054 -1.253359 -0.604830  -0.095
H 1.268056 1.284771 -0.100830  0.058
H 1.111606 0.466571 -1.621170  0.066
H 1.483896 -0.524789 -0.185790  0.064
H -1.122134 0.724171 -0.935800  0.103
H -0.878614 0.325141 0.776510  0.106
H -1.848964 -1.304099 -0.642710  0.073

Forces on atoms 1 to 6 (eV/Å):
N 5.5021 -1.1819 -4.0479
C -3.5893 3.6379 -0.0195
N -2.7469 -1.3294 4.1741
O 0.3353 -0.9613 -0.0414
H 1.1074 -0.5792 0.0503
H -0.2253 0.2864 -0.5136

relative energy (zero: lowest compared OMol25 entry of this formula, charge and spin) = 147.80 kcal per mole
calculated total energy = -57871.0515 eV
lowest unoccupied orbital energy = -0.01041 Ha
highest occupied orbital energy = -8.96 eV
orbital gap = 8.68 eV

(3)
The following is a DFT calculation (ωB97M-V/def2-TZVPD) of 8 unconnected molecules or ions with the total composition C16H57BN4O7.

Last column: Mulliken spin population.
Cartesian coordinates (Å):
O 2.109268 3.070137 0.013030  -0.195
H 2.595418 2.482107 -0.569600  0.059
H 1.173058 2.859607 0.041230  -0.022
H 2.188088 3.982657 -0.274530  0.101
O -1.475562 4.048857 -1.527830  -0.485
H -1.528472 3.692337 -2.417600  0.212
H -0.678352 4.578957 -1.456850  0.145
H -1.467062 3.348577 -0.871220  -0.034
O -2.493902 0.127227 1.553330  0.001
H -2.128612 -0.726073 1.798390  0.007
H -1.930742 0.625247 0.956320  0.002
H -2.710482 0.604747 2.357490  -0.002
B -0.768092 2.056297 0.293170  0.477
H -0.635132 1.076727 0.725610  0.035
H -1.732092 2.128197 -0.186170  0.375
H -0.651562 2.768967 1.094890  0.059
H -0.035182 2.318377 -0.454090  0.285
C -0.722142 2.922977 4.855450  0.000
C -1.360182 1.893507 4.014450  -0.032
C -1.761912 0.653187 4.801720  -0.003
O -2.253472 -0.289323 3.921300  -0.003
C -2.562822 -1.543703 4.461070  0.001
N -2.252682 2.534187 2.993430  -0.021
H -1.531382 3.331497 5.460720  0.000
H -0.098662 3.673497 4.369560  0.009
H -0.061522 2.456927 5.586520  -0.002
H -0.451642 1.469147 3.587160  0.009
H -2.534352 0.886617 5.534490  0.000
H -0.932352 0.158247 5.306660  0.001
H -3.313612 -1.493533 5.249670  0.000
H -1.677412 -2.119633 4.730250  0.000
H -3.133522 -1.968433 3.635230  0.000
H -1.638182 3.001387 2.342110  0.001
H -2.726952 3.312167 3.429240  -0.001
C -1.862362 -3.956763 1.430050  0.000
C -0.577642 -3.139593 1.861000  -0.002
C 0.751158 -3.684423 1.287720  -0.001
O 0.517418 -3.615713 -0.154860  -0.001
C 1.623208 -3.991943 -0.919520  0.001
N -0.690692 -1.755963 1.484090  -0.031
H -2.877802 -3.635723 1.662220  0.000
H -1.836152 -4.989363 1.778140  0.000
H -1.853852 -3.961803 0.340090  0.000
H -0.524632 -3.035773 2.944750  0.000
H 0.940598 -4.722943 1.559190  0.000
H 1.581748 -3.030073 1.552390  0.000
H 1.412878 -3.745203 -1.960190  0.000
H 1.832188 -5.046253 -0.738260  0.000
H 2.504108 -3.445543 -0.582540  0.000
H -0.056932 -1.248263 2.084660  0.007
H -0.070392 -1.651633 0.693870  0.006
C -3.888402 -1.195073 -3.481410  -0.003
C -2.803222 -1.430943 -2.464340  0.006
C -1.503842 -1.881743 -3.193850  0.004
O -0.938802 -0.893213 -4.027650  -0.011
C 0.036398 -1.441333 -5.002160  0.001
N -2.793852 -0.101023 -1.868950  -0.015
H -4.153482 -1.956873 -4.214560  0.000
H -3.847022 -0.244873 -4.013860  -0.001
H -4.810102 -1.158873 -2.900680  0.000
H -3.213232 -2.106443 -1.713550  0.001
H -1.708722 -2.818593 -3.711960  0.000
H -0.789712 -2.030863 -2.383980  -0.001
H -0.392132 -2.263553 -5.575240  0.000
H 0.826678 -1.965393 -4.464660  0.000
H 0.345128 -0.736603 -5.774270  -0.001
H -1.947462 0.393127 -1.624930  -0.015
H -3.127492 0.506877 -2.603270  -0.007
C 6.499878 1.052407 -1.698280  0.000
C 5.126618 1.739257 -1.791580  -0.004
C 3.883238 0.799837 -1.784510  0.020
O 2.712008 1.634607 -1.948400  -0.052
C 1.668558 1.004077 -2.561130  -0.084
N 4.978158 2.592847 -0.617610  -0.013
H 6.715718 0.575687 -0.742110  0.000
H 7.303548 1.778947 -1.818120  0.000
H 6.564048 0.371827 -2.547270  0.000
H 5.006558 2.309177 -2.712920  0.000
H 3.619078 0.108077 -0.984640  0.004
H 3.998048 0.088697 -2.602550  0.008
H 1.190498 0.181007 -2.029980  0.031
H 2.021428 0.634637 -3.523990  -0.026
H 0.991598 1.811487 -2.840250  0.193
H 5.163858 2.019337 0.192760  0.005
H 5.635828 3.358797 -0.647470  -0.002

Forces on atoms 1 to 6 (eV/Å):
O 0.6430 1.2363 2.5091
H 0.9110 -1.1944 -1.8991
H -1.8646 -0.6149 -0.0827
H 0.1703 1.0907 -0.4674
O -2.7564 1.1045 -0.2934
H -0.0358 -0.6727 -1.6199

calculated total energy = -38468.2653 eV
spin multiplicity = 2
lowest unoccupied orbital energy (alpha / beta) = -0.07702 / -0.08094 Ha
highest occupied orbital energy (alpha / beta) = -6.27 / -11.38 eV
⟨S²⟩ = 0.7505
orbital gap (alpha / beta) = 4.17 / 9.18 eV
total charge = +1

Question: Among the records above, which one has the lowest calculated total energy?
Answer: C16H54N12O11